Molecular formula: C20H8Cl40NO4P
Method: DFT, wB97M-V/def2-TZVPD

The value obtained for the total energy is -19871.0525 hartree. For the HOMO-LUMO gap, the calculation gives 6.6 eV. The value obtained for the highest occupied orbital energy is -8.86 eV. As for the SMILES: N=P(O)(O)C1=CC(=O)c2ccccc2C1=O.ClC(Cl)(Cl)Cl.ClC(Cl)(Cl)Cl.ClC(Cl)(Cl)Cl.ClC(Cl)(Cl)Cl.ClC(Cl)(Cl)Cl.ClC(Cl)(Cl)Cl.ClC(Cl)(Cl)Cl.ClC(Cl)(Cl)Cl.ClC(Cl)(Cl)Cl.ClC(Cl)(Cl)Cl.

The geometry in XYZ format:
```
74
Properties=species:S:1:pos:R:3:mulliken_charge:R:1
N 1.09 1.60 -0.21 -0.466
P 0.72 0.03 0.11 0.878
O 1.56 -0.91 -1.11 -0.054
O 1.37 -0.27 1.74 -0.333
C -1.18 -0.31 0.15 0.136
C -1.83 -1.28 1.11 0.642
C -3.49 -1.45 1.08 0.299
O -4.12 -2.60 1.37 -0.531
C -4.31 -0.04 0.71 0.272
C -5.78 0.31 1.36 -0.546
C -6.43 1.79 0.92 -0.141
C -5.71 2.85 -0.09 -0.855
C -4.24 2.47 -0.79 -0.255
C -3.59 1.02 -0.36 0.329
C -2.11 0.52 -0.96 -0.148
O -1.74 0.74 -2.23 -0.339
H 1.70 1.65 -1.08 0.053
H 2.50 -0.51 -1.11 0.056
H 0.65 0.04 2.39 0.216
H -1.17 -1.89 1.89 -0.510
H -6.34 -0.43 2.10 0.341
H -7.48 2.04 1.43 0.297
H -6.17 3.89 -0.37 0.563
H -3.70 3.20 -1.56 0.347
C 1.62 -3.17 3.79 0.262
Cl 2.00 -1.92 5.00 -0.035
Cl 2.02 -4.77 4.44 -0.092
Cl -0.11 -3.10 3.39 -0.186
Cl 2.58 -2.87 2.31 -0.036
C -0.78 1.19 -5.62 0.119
Cl -2.14 0.06 -5.40 -0.043
Cl -0.26 1.18 -7.32 -0.013
Cl -1.29 2.83 -5.16 -0.111
Cl 0.58 0.68 -4.59 -0.023
C 5.22 1.23 -0.12 0.220
Cl 4.26 1.18 -1.62 -0.082
Cl 6.86 0.61 -0.45 -0.094
Cl 5.33 2.92 0.46 -0.042
Cl 4.44 0.23 1.12 -0.035
C 1.92 -4.00 -3.41 0.212
Cl 3.64 -4.47 -3.29 -0.105
Cl 1.04 -5.19 -4.39 -0.106
Cl 1.21 -3.94 -1.77 -0.041
Cl 1.80 -2.39 -4.17 -0.036
C 5.52 -1.48 7.01 0.301
Cl 4.00 -0.71 7.53 -0.115
Cl 5.27 -2.31 5.46 -0.072
Cl 6.79 -0.24 6.82 -0.099
Cl 6.03 -2.67 8.24 -0.006
C -6.18 5.58 2.97 0.303
Cl -7.87 5.05 3.10 -0.112
Cl -6.13 7.28 2.42 -0.102
Cl -5.38 5.45 4.55 -0.098
Cl -5.32 4.56 1.79 0.050
C -0.27 -0.27 -11.30 0.331
Cl -1.40 -1.21 -10.28 -0.058
Cl 1.14 -1.28 -11.69 -0.093
Cl -1.09 0.22 -12.80 -0.093
Cl 0.26 1.18 -10.41 -0.087
C 2.13 5.38 1.49 0.258
Cl 0.72 5.58 0.42 -0.082
Cl 1.79 6.12 3.07 -0.113
Cl 2.47 3.64 1.70 0.044
Cl 3.54 6.18 0.76 -0.123
C 8.73 -4.91 10.14 0.341
Cl 9.49 -3.41 10.72 -0.084
Cl 7.05 -4.98 10.72 -0.095
Cl 8.74 -4.94 8.36 -0.075
Cl 9.63 -6.32 10.76 -0.101
C -5.97 -2.05 -6.25 0.271
Cl -6.60 -3.67 -5.83 -0.096
Cl -4.94 -1.45 -4.93 -0.021
Cl -5.01 -2.17 -7.75 -0.068
Cl -7.33 -0.93 -6.50 -0.093
```

Molecular formula: C26H31N2O8Pt
Method: DFT, wB97M-V/def2-TZVPD

Its charge is -1. As for the expectation value of S²: 2.018. The relative energy (zero: lowest compared OMol25 entry of this formula, charge and spin) is 0.0 kcal per mole. The value obtained for the total energy is -1839.7343 hartree. For the HOMO-LUMO gap (alpha / beta), the calculation gives 4.0 / 4.0 eV. The multiplicity is 3. The value obtained for the highest occupied orbital energy (alpha / beta) is -2.99 / -2.98 eV.

The geometry in XYZ format:
```
68
Properties=species:S:1:pos:R:3:mulliken_charge:R:1
O 0.39 0.25 -6.53 -0.068
C 0.42 1.52 -7.24 -0.644
C 0.35 0.88 -8.62 -0.743
H 1.35 2.06 -7.04 0.192
H -0.45 2.13 -6.97 0.330
C 0.39 -0.44 -7.81 1.321
H 1.22 1.06 -9.26 0.322
H -0.59 1.05 -9.14 0.283
C 1.67 -1.21 -8.06 -1.664
H 2.55 -0.59 -7.85 0.365
H 1.71 -1.52 -9.11 0.399
H 1.68 -2.12 -7.45 0.369
C -0.84 -1.30 -7.94 -1.735
H -1.74 -0.75 -7.64 0.375
H -0.73 -2.17 -7.30 0.373
H -0.95 -1.64 -8.98 0.411
Pt -0.07 -0.21 0.22 1.266
C -2.18 -0.86 0.86 -0.743
C -1.87 0.55 1.10 -0.421
C -1.78 1.19 -0.22 -0.853
H -1.85 1.06 2.06 0.564
C -2.28 0.24 -1.18 -0.298
C -2.43 -1.01 -0.55 -0.839
H -2.78 -1.92 -1.03 0.415
H -2.33 -1.61 1.64 0.460
H -1.58 2.25 -0.37 0.484
H -2.59 0.48 -2.19 0.843
C 1.33 -1.88 1.36 -0.117
C 0.36 -2.54 0.53 -0.920
C 0.57 -2.11 -0.83 -0.526
H -0.36 -3.29 0.85 0.472
C 1.64 -1.11 -0.83 -0.646
C 2.08 -0.96 0.54 -0.563
H 2.91 -0.35 0.87 0.564
H 1.52 -2.06 2.42 0.309
H 0.08 -2.49 -1.72 0.423
H 2.06 -0.62 -1.69 0.501
O 1.67 0.82 -4.35 -0.444
C 0.38 0.19 -4.09 0.593
C -0.71 1.27 -4.13 0.312
H 0.41 -0.28 -3.08 -0.613
H 0.21 -0.61 -4.81 0.436
C 0.08 2.59 -4.12 -0.760
H -1.27 1.20 -3.19 -0.662
H -1.40 1.15 -4.98 0.232
C 1.51 2.14 -3.77 -0.341
H -0.33 3.30 -3.39 0.531
H 0.02 3.09 -5.09 0.116
H 1.60 2.13 -2.66 -0.001
H 2.26 2.81 -4.20 0.427
O 0.05 3.44 1.20 -0.712
C 0.61 2.40 1.50 0.044
O 1.04 1.50 0.61 -0.616
C 0.89 2.11 2.97 0.360
C 1.71 1.06 3.41 0.047
C 1.84 0.77 4.78 -0.276
C 1.25 1.59 5.75 -0.355
C 0.46 2.67 5.32 -0.088
C 0.28 2.93 3.94 -0.580
N -0.20 3.50 6.29 0.984
O -0.02 3.26 7.50 -0.612
O -0.94 4.42 5.89 -0.594
N 2.47 -0.46 5.19 0.969
O 2.86 -1.26 4.30 -0.589
O 2.60 -0.70 6.41 -0.618
H 2.23 0.43 2.68 0.430
H 1.39 1.39 6.81 0.569
H -0.34 3.77 3.62 0.551
```

Molecular formula: C13H50N10O12
Method: DFT, wB97M-V/def2-TZVPD

The relative energy (zero: lowest compared OMol25 entry of this formula, charge and spin) is 0.0 kcal per mole. The value obtained for the total energy is -1975.6391 hartree. For the HOMO-LUMO gap, the calculation gives 9.0 eV. The value obtained for the highest occupied orbital energy is -9.11 eV. As for the SMILES: NC(N)=O.NC(N)=O.NC(N)=O.NC(N)=O.NC(N)=O.CCO.CO.CO.CO.CO.CO.CO.

The geometry in XYZ format:
```
85
Properties=species:S:1:pos:R:3:mulliken_charge:R:1
C 3.50 0.88 0.59 -1.145
C 2.67 1.72 1.53 0.612
O 2.84 3.10 1.23 -0.613
H 3.19 0.86 -0.45 0.196
H 3.54 -0.08 1.09 0.111
H 4.54 1.22 0.58 0.487
H 2.97 1.50 2.60 0.416
H 1.66 1.38 1.41 -0.409
H 2.22 3.64 1.83 0.336
C 3.65 -2.64 -0.85 0.828
O 3.95 -1.69 -1.75 -0.823
N 2.65 -2.61 -0.05 0.428
N 4.30 -3.76 -0.80 -0.433
H 1.90 -1.91 -0.02 -0.468
H 2.48 -3.40 0.62 0.247
H 4.15 -4.35 0.03 0.184
H 5.13 -3.87 -1.45 0.309
C 2.12 -2.03 3.66 0.426
O 2.94 -0.89 3.33 -0.628
N 1.13 -2.49 2.91 -0.210
N 2.33 -2.69 4.77 -0.401
H 0.85 -2.02 2.03 0.254
H 0.39 -3.09 3.38 0.277
H 3.07 -2.34 5.34 0.286
H 1.90 -3.61 4.96 0.187
C -2.34 2.30 -2.49 0.101
O -3.61 2.11 -3.05 -0.770
N -2.07 2.86 -1.34 -0.237
N -1.31 1.72 -3.04 -0.288
H -2.75 3.32 -0.75 0.219
H -1.08 3.10 -1.08 0.544
H -1.57 1.43 -3.96 0.184
H -0.28 1.89 -2.87 0.292
C -0.16 -0.18 -0.35 -0.078
O 0.54 -0.94 0.54 -1.131
N -0.91 0.79 0.08 1.309
N -0.21 -0.36 -1.61 -0.059
H -1.19 0.70 1.08 -0.484
H -1.48 1.44 -0.49 -0.369
H 0.38 -1.18 -1.95 0.030
H -0.81 0.17 -2.23 0.502
C 1.20 3.04 -1.91 0.253
O 1.72 4.15 -2.52 -0.794
N 0.47 3.08 -0.77 0.438
N 1.31 1.87 -2.52 -0.067
H 0.57 3.91 -0.20 0.376
H 0.29 2.21 -0.26 -0.569
H 1.96 1.85 -3.28 0.218
H 1.03 0.98 -2.07 0.103
C -5.20 1.61 0.61 -0.496
O -5.90 0.37 0.68 -0.516
H -5.49 2.32 -0.16 0.383
H -4.16 1.38 0.34 -0.145
H -5.16 2.14 1.53 0.431
H -5.88 -0.01 -0.23 0.341
C 2.04 -1.15 -4.19 -0.711
O 1.62 -1.79 -2.99 -0.501
H 1.69 -1.71 -5.07 0.253
H 3.13 -1.14 -4.26 0.282
H 1.68 -0.14 -4.19 0.193
H 2.34 -1.76 -2.37 0.211
C -3.21 0.30 2.97 -0.637
O -1.89 0.60 2.56 -0.364
H -3.07 -0.11 3.92 0.390
H -3.67 -0.53 2.39 0.168
H -3.87 1.19 2.99 0.210
H -1.36 0.95 3.26 0.211
C -0.61 3.59 1.91 -0.200
O -0.16 4.81 1.33 -0.600
H -1.44 3.14 1.34 0.034
H -0.99 3.71 2.92 0.450
H 0.18 2.87 2.02 -0.082
H -0.92 5.34 1.07 0.323
C -2.97 -1.62 -0.58 -0.197
O -3.98 -2.49 -0.10 -0.614
H -2.21 -2.15 -1.08 0.292
H -2.55 -1.07 0.23 -0.066
H -3.38 -0.83 -1.18 0.319
H -4.57 -1.91 0.38 0.345
C 0.25 -4.43 -1.24 -0.280
O -0.09 -4.85 0.05 -0.578
H 1.20 -4.85 -1.42 0.267
H 0.17 -3.36 -1.31 0.005
H -0.43 -4.94 -1.94 0.399
H -0.95 -4.54 0.35 0.302
```

Molecular formula: C21H28N2O3
Method: DFT, wB97M-V/def2-TZVPD

The relative energy (zero: lowest compared OMol25 entry of this formula, charge and spin) is 54.6 kcal per mole. The value obtained for the total energy is -1152.2518 hartree. For the HOMO-LUMO gap, the calculation gives 9.0 eV. The value obtained for the highest occupied orbital energy is -8.23 eV. As for the SMILES: Cc1cccc(OCCC(=O)NC[C@@H](c2ccco2)N2CCCCC2)c1.

The geometry in XYZ format:
```
54
Properties=species:S:1:pos:R:3:mulliken_charge:R:1
C 4.36 2.48 -1.42 -1.625
C 3.55 1.96 -0.28 0.566
C 3.00 2.82 0.67 -0.620
C 2.25 2.31 1.71 -0.721
C 2.03 0.95 1.83 -0.455
C 2.57 0.08 0.88 0.239
C 3.33 0.59 -0.17 0.134
H 3.77 -0.06 -0.90 0.442
O 2.30 -1.24 1.07 -0.461
C 2.62 -2.17 0.04 -0.433
C 1.86 -3.46 0.32 -1.127
C 0.38 -3.25 0.04 0.542
O -0.20 -3.75 -0.90 -0.670
N -0.22 -2.44 0.94 0.005
H 0.37 -1.97 1.61 0.287
C -1.54 -1.90 0.74 -1.575
H -2.19 -2.13 1.58 0.298
H -1.94 -2.38 -0.16 0.455
C -1.50 -0.37 0.58 -0.248
N -2.86 0.16 0.51 0.315
C -2.96 1.55 0.91 -0.406
C -4.43 1.91 1.12 -0.859
C -5.22 1.68 -0.16 -0.688
C -5.01 0.24 -0.62 -0.938
C -3.52 -0.05 -0.77 -0.317
H -3.37 -1.08 -1.08 0.393
H -3.10 0.61 -1.55 0.168
H -5.51 0.06 -1.57 0.381
H -5.42 -0.44 0.13 0.336
H -6.28 1.88 0.00 0.342
H -4.86 2.36 -0.94 0.322
H -4.84 1.28 1.91 0.327
H -4.51 2.95 1.44 0.392
H -2.41 1.69 1.85 0.363
H -2.52 2.23 0.16 0.244
C -0.63 0.06 -0.57 0.691
C -0.26 -0.55 -1.73 -0.138
C 0.52 0.39 -2.44 -0.974
C 0.57 1.51 -1.67 -0.720
O -0.13 1.32 -0.53 -0.277
H 1.03 2.46 -1.80 0.631
H 0.98 0.25 -3.40 0.508
H -0.50 -1.55 -2.05 0.632
H -1.05 0.05 1.49 0.335
H 2.01 -3.76 1.36 0.351
H 2.23 -4.25 -0.34 0.425
H 3.70 -2.36 0.03 0.458
H 2.32 -1.77 -0.94 0.340
H 1.45 0.54 2.64 0.492
H 1.82 2.98 2.45 0.403
H 3.16 3.88 0.59 0.341
H 4.37 3.57 -1.43 0.369
H 3.97 2.13 -2.37 0.333
H 5.39 2.13 -1.34 0.389
```

Q: What is the formula in the second record?
A: C26H31N2O8Pt